ORCA calculation (wB97M-V/def2-TZVPD) on C26H45NO14Pb as an isolated structure at a distorted geometry.

Last column: Löwdin charge in e.
Element x y z (Å)
1 Pb -0.16917 -0.78439 -0.59001  1.663
2 C 2.69299 -2.36009 -2.13806  -0.310
3 O 1.69324 -2.11964 -1.18370  -0.557
4 H 3.54127 -2.89796 -1.70889  0.054
5 H 2.28382 -2.96122 -2.96803  0.040
6 H 2.87870 -1.41185 -2.66204  0.057
7 C -0.67289 1.72335 -3.02128  -0.062
8 C -1.54997 0.72428 -3.82104  -0.498
9 C -0.78794 0.86224 -5.20874  -0.138
10 C -1.22443 -0.27783 -6.13997  -0.200
11 C -1.00275 -1.59275 -5.46120  -0.145
12 C -1.66831 -1.78878 -4.05392  -0.490
13 N -1.49191 -0.58557 -3.22617  -0.228
14 O -2.24102 -0.69055 -2.03990  -0.379
15 C -0.88375 -2.93148 -3.40251  -0.046
16 C -3.14383 -2.13004 -4.31058  -0.040
17 C -2.96174 1.24907 -4.09866  -0.049
18 H -0.94067 1.63799 -1.95933  0.038
19 H -0.76000 2.76923 -3.30998  0.080
20 H 0.33969 1.32611 -3.07689  0.073
21 H 0.29723 0.91721 -5.14716  0.109
22 H -1.17674 1.78287 -5.64908  0.109
23 H -0.65958 -0.18056 -7.07195  0.108
24 H -2.27205 -0.11719 -6.40286  0.097
25 H 0.02293 -1.95914 -5.53273  0.114
26 H -1.55080 -2.32128 -6.07420  0.110
27 H 0.17946 -2.71426 -3.48958  0.054
28 H -1.10941 -3.90620 -3.84583  0.085
29 H -1.12899 -3.10313 -2.35212  0.065
30 H -3.76412 -2.02809 -3.41902  0.075
31 H -3.30921 -3.09889 -4.78493  0.077
32 H -3.61851 -1.40828 -4.98328  0.062
33 H -3.02684 2.34319 -4.15805  0.075
34 H -3.62531 1.19751 -3.22302  0.077
35 H -3.56322 0.75918 -4.86062  0.064
36 C 3.35596 0.19811 5.27363  0.000
37 C 3.38091 -0.67896 4.00589  -0.302
38 C 2.88052 -2.13002 4.16859  -0.050
39 O 1.71685 -2.21928 3.32658  0.105
40 C 1.59108 -1.09780 2.64631  -0.517
41 O 0.75785 -0.97260 1.78824  0.031
42 O 2.46142 -0.14514 3.05710  0.072
43 H 2.53869 -0.14343 5.90929  0.087
44 H 3.12289 1.22799 5.01308  0.071
45 H 4.34098 0.07775 5.72066  0.090
46 H 4.37137 -0.68629 3.54332  0.146
47 H 2.55697 -2.29332 5.19625  0.129
48 H 3.62512 -2.85601 3.85355  0.138
49 C 3.38854 3.74278 2.89523  -0.014
50 C 3.51484 3.11080 1.52909  -0.310
51 C 4.49151 1.93185 1.51877  -0.076
52 O 3.99400 1.14331 0.41274  0.070
53 C 2.65588 1.46684 0.25673  -0.542
54 O 1.97036 0.88365 -0.51549  0.073
55 O 2.34076 2.49409 1.02760  0.078
56 H 4.25963 3.64647 3.54042  0.089
57 H 2.59246 3.20081 3.42140  0.085
58 H 2.99664 4.75882 2.94117  0.082
59 H 3.76382 3.81566 0.73025  0.163
60 H 4.43554 1.40121 2.46751  0.108
61 H 5.49681 2.22729 1.23153  0.141
62 C -3.75255 -2.95066 5.01417  -0.022
63 C -2.47374 -3.02526 4.22218  -0.311
64 C -1.96256 -4.39218 3.73881  -0.109
65 O -1.68754 -4.23355 2.36840  0.085
66 C -1.82999 -2.88309 2.08394  -0.514
67 O -1.46603 -2.33507 1.10145  0.073
68 O -2.66002 -2.34263 2.97438  0.099
69 H -3.60028 -2.88076 6.09180  0.083
70 H -4.30833 -3.88479 4.89083  0.083
71 H -4.37304 -2.11290 4.70359  0.093
72 H -1.78205 -2.40511 4.80350  0.148
73 H -2.65200 -5.22044 3.89796  0.132
74 H -1.11060 -4.53480 4.41311  0.131
75 C -0.80646 4.55247 -0.57544  -0.017
76 C -0.53817 3.85638 0.74951  -0.271
77 C -1.57995 4.00972 1.89835  -0.042
78 O -1.97073 2.64059 2.19272  0.068
79 C -1.41584 1.80076 1.31843  -0.573
80 O -1.70620 0.64482 1.22063  0.078
81 O -0.65375 2.45982 0.43598  0.038
82 H -1.68805 4.21764 -1.12124  0.095
83 H -0.02141 4.40429 -1.32040  0.084
84 H -0.83610 5.63769 -0.44766  0.085
85 H 0.42593 4.07536 1.20621  0.132
86 H -2.45366 4.60516 1.62706  0.129
87 H -1.32445 4.26893 2.92763  0.130

Summary:
HOMO-LUMO gap: 5.256 eV
Energy relative to the best compared isomer or geometry (same formula, charge and spin): 0.0000 eV

***

ORCA calculation (wB97M-V/def2-TZVPD) on C24H30NO5SeTl as an isolated structure at a distorted geometry.

Last column: Löwdin charge in e.
Element x y z (Å)
1 C 7.03597 -2.08242 -0.83152  -0.254
2 C 5.85694 -1.16866 -0.48940  -0.090
3 C 6.65294 -3.52224 -0.40400  -0.047
4 C 5.45372 -3.40028 0.58777  -0.217
5 H 7.49864 -3.97948 0.13283  0.116
6 H 6.41453 -4.14318 -1.29781  0.128
7 C 5.16535 -1.82210 0.67620  -0.180
8 H 5.18270 -1.12674 -1.34555  0.131
9 H 6.25563 -0.17162 -0.28989  0.131
10 C 3.80650 -1.04103 1.09023  -0.277
11 H 5.78856 -1.55385 1.56349  0.132
12 H 5.78976 -3.72078 1.59014  0.132
13 C 4.44298 -4.42632 0.18783  -0.298
14 C 7.47000 -2.03034 -2.27172  -0.414
15 C 8.35672 -1.71035 -0.16856  -0.414
16 O 9.10507 -2.48854 0.45092  0.071
17 O 6.77927 -1.55514 -3.18272  0.107
18 O 8.70775 -2.51299 -2.46812  -0.029
19 O 8.70403 -0.43219 -0.35875  -0.015
20 C 10.04507 -0.17991 0.06729  -0.046
21 H 10.23800 0.86069 -0.18072  0.090
22 H 10.72788 -0.84549 -0.47069  0.097
23 H 10.14608 -0.35840 1.14191  0.096
24 C 9.15595 -2.40168 -3.81746  -0.042
25 H 8.45493 -2.88030 -4.50890  0.098
26 H 10.12189 -2.89967 -3.83415  0.089
27 H 9.26226 -1.34653 -4.09097  0.100
28 O 2.43587 -1.28718 0.78509  -0.612
29 H 3.85762 -0.05260 0.58067  0.104
30 H 3.81346 -0.95160 2.20181  0.097
31 C 3.57814 -4.92471 1.26763  -0.078
32 C 3.85933 -4.19237 -1.14107  -0.065
33 H 4.28073 -5.01021 -1.70516  0.068
34 H 4.12875 -3.24030 -1.64137  0.096
35 H 2.75202 -4.25293 -1.16093  0.088
36 H 2.50845 -4.95649 1.00140  0.070
37 H 3.64507 -4.39308 2.23294  0.090
38 H 3.94876 -5.92989 1.39769  0.066
39 Tl 0.45982 -1.96156 0.76759  0.777
40 C -0.75569 0.75226 2.38881  -0.198
41 C 0.53931 0.30447 2.80731  -0.225
42 C 1.51043 1.09956 2.12993  -0.196
43 H 0.74117 -0.48387 3.53259  0.070
44 C 0.82725 2.01220 1.28678  -0.152
45 C -0.57160 1.80219 1.44620  -0.154
46 H -1.37427 2.33224 0.93810  0.057
47 H -1.71629 0.36167 2.72642  0.069
48 H 2.58341 1.04013 2.26644  0.059
49 H 1.28873 2.74971 0.64209  0.072
50 C -0.59874 -0.54999 -2.38564  -0.160
51 C -1.17409 0.73957 -2.19189  -0.175
52 C -0.13136 1.63292 -1.80291  -0.144
53 H -2.22600 1.00182 -2.29421  0.043
54 C 1.09174 0.90366 -1.78255  -0.144
55 C 0.80493 -0.44919 -2.13235  -0.212
56 H 1.53692 -1.24847 -2.20955  0.058
57 H -1.13640 -1.45067 -2.66696  0.080
58 H -0.25722 2.68486 -1.56800  0.078
59 H 2.07293 1.30039 -1.54243  0.078
60 Se -4.04251 0.71877 0.19708  0.322
61 C -2.91211 -0.64520 0.31896  -1.022
62 N -2.17731 -1.55981 0.41020  -0.101

Summary:
HOMO-LUMO gap (alpha / beta): 3.610 / 4.440 eV
Net charge: -2

***

ORCA calculation (wB97M-V/def2-TZVPD) on C44H37IrN7O3S as an isolated structure.

Last column: Löwdin charge in e.
Element x y z (Å)
1 Ir -0.59348 0.14473 -1.04021  1.428
2 C -3.20860 3.46649 -0.45457  0.016
3 C -2.03439 2.54888 -0.35748  -0.391
4 O -2.16296 1.41443 -0.89508  -0.118
5 C -0.88670 3.01148 0.36990  0.030
6 C 0.27714 2.35560 0.72485  -0.282
7 C 1.29073 3.01874 1.59889  -0.007
8 N 0.52447 1.08735 0.29495  -0.159
9 N 1.66241 0.51644 0.66449  0.127
10 C 1.84677 -0.66500 0.02365  -0.394
11 O 1.03297 -1.09328 -0.86015  -0.123
12 C 3.03246 -1.45270 0.35293  -0.168
13 C 3.18067 -2.72341 -0.20694  -0.022
14 C 4.30624 -3.47213 0.07954  -0.054
15 C 5.28995 -2.95382 0.91556  -0.046
16 C 5.14615 -1.68963 1.47322  -0.051
17 C 4.01727 -0.93743 1.19915  -0.012
18 H -4.02087 2.98711 -0.99232  0.098
19 H -2.91280 4.38086 -0.97394  0.108
20 H -3.54259 3.76128 0.54137  0.108
21 H -0.98254 4.02062 0.74684  0.126
22 H 1.04761 4.06859 1.73549  0.091
23 H 2.28734 2.91941 1.17152  0.088
24 H 1.31740 2.53204 2.57556  0.103
25 H 2.41271 -3.10754 -0.86484  0.122
26 H 4.42265 -4.46010 -0.34502  0.115
27 H 6.17147 -3.54104 1.13653  0.117
28 H 5.91299 -1.29443 2.12519  0.115
29 H 3.89269 0.04517 1.63176  0.113
30 C -8.63921 -10.93295 -0.92144  -0.056
31 O -8.22989 -10.14853 -2.03616  -0.057
32 C -7.43591 -9.08958 -1.81334  -0.272
33 C -6.98510 -8.69290 -0.55530  -0.001
34 C -6.16880 -7.57849 -0.44643  -0.022
35 C -5.78922 -6.84888 -1.56693  -0.165
36 C -6.25016 -7.25816 -2.82331  -0.010
37 C -7.05955 -8.36039 -2.94645  0.023
38 C -4.93576 -5.67035 -1.47867  -0.232
39 N -4.60153 -4.89362 -2.49011  0.198
40 C -3.80170 -3.93167 -1.95781  -0.166
41 C -3.63487 -4.11100 -0.59760  -0.118
42 N -4.37219 -5.23115 -0.30629  0.193
43 C -2.85567 -3.24122 0.21499  -0.048
44 C -2.64766 -3.34132 1.60130  0.038
45 C -1.86984 -2.41020 2.24032  -0.009
46 C -1.29858 -1.36747 1.50774  -0.076
47 N -1.48625 -1.25052 0.20330  -0.035
48 C -2.23755 -2.16992 -0.45348  -0.116
49 C -2.38262 -1.98521 -1.87056  -0.122
50 N -1.73834 -0.91921 -2.41221  -0.035
51 C -1.92068 -0.63812 -3.69122  -0.092
52 C -2.72045 -1.43324 -4.51709  -0.005
53 C -3.33999 -2.54284 -3.99940  0.050
54 C -3.18237 -2.83619 -2.63643  -0.051
55 H -9.25677 -11.72669 -1.32834  0.099
56 H -9.22677 -10.33752 -0.21991  0.099
57 H -7.77681 -11.36725 -0.41196  0.099
58 H -7.26430 -9.23721 0.33383  0.108
59 H -5.84291 -7.29223 0.54707  0.106
60 H -5.95914 -6.69414 -3.69867  0.115
61 H -7.42131 -8.68777 -3.91144  0.129
62 H -4.47181 -5.67992 0.58718  0.153
63 H -3.09865 -4.14712 2.16586  0.129
64 H -1.69442 -2.46405 3.30489  0.124
65 H -0.68491 -0.61526 1.98376  0.119
66 H -1.40654 0.24047 -4.05665  0.091
67 H -2.83797 -1.16089 -5.55617  0.121
68 H -3.95590 -3.19016 -4.60965  0.135
69 N 0.10235 1.46001 -2.50193  -0.409
70 S 1.71459 1.84460 -2.63432  1.118
71 C 1.81155 2.75315 -4.15785  -0.396
72 C 2.82198 3.70159 -4.23133  -0.076
73 C 2.97593 4.42276 -5.40638  -0.048
74 C 2.11611 4.20018 -6.47157  -0.043
75 C 1.09880 3.25677 -6.37497  -0.047
76 C 0.93954 2.52204 -5.21256  -0.071
77 C 2.46901 0.29558 -3.03371  -0.415
78 C 1.86075 -0.61596 -3.88676  -0.068
79 C 2.53407 -1.78488 -4.19059  -0.039
80 C 3.79865 -2.02240 -3.65796  -0.045
81 C 4.39381 -1.10026 -2.81267  -0.054
82 C 3.72401 0.07231 -2.48865  -0.082
83 H -0.34962 2.36558 -2.36565  0.026
84 H 3.47924 3.87407 -3.38786  0.114
85 H 3.76015 5.16292 -5.48394  0.119
86 H 2.23298 4.76998 -7.38341  0.120
87 H 0.43010 3.09516 -7.20941  0.117
88 H 0.14990 1.78858 -5.12020  0.092
89 H 0.88178 -0.41455 -4.29854  0.093
90 H 2.08088 -2.51076 -4.85236  0.118
91 H 4.32190 -2.93543 -3.90935  0.120
92 H 5.37310 -1.29244 -2.39542  0.123
93 H 4.17147 0.79846 -1.82066  0.120

Summary:
Spin multiplicity: 2
HOMO-LUMO gap (alpha / beta): 6.269 / 4.397 eV
Net charge: +2
Energy relative to the best compared isomer or geometry (same formula, charge and spin): 0.1849 eV

***

ORCA calculation (wB97M-V/def2-TZVPD) on CH4N2OTl as an isolated structure at a distorted geometry.

Last column: natural (NBO) charge in e.
Element x y z (Å)
1 Tl 0.35192 -22.85692 -19.60847  1.151
2 C -2.40120 -26.01507 -19.21534  0.682
3 O -1.75771 -25.20893 -19.87910  -0.198
4 N -2.52144 -27.32761 -19.67265  -0.273
5 N -2.86183 -25.84879 -17.93855  -0.387
6 H -3.44872 -27.77291 -19.48922  0.496
7 H -1.96478 -27.67810 -20.48936  0.526
8 H -3.52894 -26.52520 -17.51916  0.502
9 H -2.69685 -24.96367 -17.42906  0.502

Summary:
HOMO-LUMO gap: 3.930 eV
Net charge: +3
Energy relative to the best compared isomer or geometry (same formula, charge and spin): 0.0000 eV

***

ORCA calculation (wB97M-V/def2-TZVPD) on the molecule C4H4O at a distorted geometry.

Last column: natural (NBO) charge in e.
Element x y z (Å)
1 C -2.03896 0.00899 -1.17235  -0.148
2 C -0.90823 0.12272 -0.76834  -0.085
3 C 0.38394 0.22054 -0.16174  0.275
4 C 0.90260 -0.56390 0.81200  -0.570
5 O 1.21781 1.22614 -0.52077  -0.640
6 H -3.03528 -0.10560 -1.54421  0.240
7 H 0.67733 -1.60227 0.95214  0.219
8 H 1.39972 -0.02636 1.61896  0.216
9 H 1.98381 0.76163 -0.09338  0.493

Summary:
HOMO-LUMO gap: 9.078 eV
Structure (SMILES): C#CC(=C)O
Energy relative to the best compared isomer or geometry (same formula, charge and spin): 2.8505 eV

***

ORCA calculation (wB97M-V/def2-TZVPD) on C20H22Cl5N5O3Pd as an isolated structure at a distorted geometry.

Last column: natural (NBO) charge in e.
Element x y z (Å)
1 Pd 0.46040 -1.00214 -0.45150  -0.038
2 Cl 5.71426 -7.06023 1.74996  -0.020
3 C 4.17119 -6.42489 1.25807  -0.177
4 C 3.99773 -5.06276 0.98870  -0.046
5 Cl 5.37283 -4.00597 1.16279  -0.001
6 C 2.78410 -4.54502 0.59304  -0.187
7 Cl 2.59103 -2.83733 0.27673  0.051
8 C 1.61538 -5.37320 0.43657  0.467
9 O 0.48976 -4.95020 0.07508  -0.785
10 C 1.84423 -6.76182 0.72499  -0.201
11 Cl 0.46596 -7.80367 0.55599  -0.020
12 C 3.07148 -7.26268 1.11870  -0.057
13 Cl 3.24355 -8.96448 1.44333  -0.014
14 C -4.85146 1.04377 1.17605  -0.407
15 N -4.68721 -0.35763 0.83435  -0.477
16 C -5.67806 -0.76045 -0.15182  -0.407
17 C -3.33728 -0.67982 0.45814  0.557
18 N -2.48822 0.22987 0.29588  -0.714
19 N -3.23691 -2.08190 0.37840  -0.666
20 C -2.09285 -2.86953 0.17351  0.563
21 N -2.30691 -4.19500 0.61025  -0.877
22 N -0.99789 -2.45776 -0.30080  -0.744
23 H -5.84601 1.18087 1.60768  0.170
24 H -4.73921 1.70054 0.30336  0.181
25 H -4.09535 1.33896 1.89821  0.226
26 H -6.67139 -0.50625 0.22354  0.181
27 H -5.64641 -1.83227 -0.33672  0.203
28 H -5.53170 -0.24624 -1.11474  0.171
29 H -1.55266 -0.15215 0.03788  0.391
30 H -3.87367 -2.52123 1.02513  0.391
31 H -3.09351 -4.62741 0.14184  0.352
32 H -1.45471 -4.73911 0.46452  0.430
33 H -0.32489 -3.22961 -0.34395  0.422
34 C 1.94710 7.43912 -0.35142  -0.615
35 C 1.78297 5.95221 -0.53118  -0.050
36 C 0.56212 5.40367 -0.89833  -0.235
37 C 0.40041 4.03235 -1.10121  0.027
38 C -0.94974 3.48879 -1.47887  -0.655
39 C 1.48600 3.18510 -0.91333  -0.137
40 C 2.71879 3.70948 -0.52791  0.114
41 C 3.89867 2.80445 -0.30080  -0.658
42 C 2.85525 5.08378 -0.35296  -0.273
43 C 1.30746 1.69168 -1.10558  0.748
44 O 1.00892 1.27957 -2.23225  -0.720
45 O 1.46661 1.00407 -0.05443  -0.764
46 H 0.97670 7.93713 -0.31013  0.201
47 H 2.51146 7.88645 -1.17509  0.199
48 H 2.48294 7.67551 0.57128  0.201
49 H -0.29359 6.06019 -1.03768  0.181
50 H -1.59602 4.29228 -1.83571  0.181
51 H -1.43595 3.00445 -0.62663  0.239
52 H -0.85516 2.71781 -2.24612  0.262
53 H 3.69061 2.08904 0.49711  0.251
54 H 4.78403 3.39088 -0.05188  0.182
55 H 4.11151 2.20406 -1.18892  0.222
56 H 3.82331 5.48464 -0.06116  0.181

Summary:
HOMO-LUMO gap: 4.267 eV
Net charge: -2
Energy relative to the best compared isomer or geometry (same formula, charge and spin): 0.0000 eV

***

Which formula does entry 6 have? C20H22Cl5N5O3Pd

***

What is the formula in the sixth record? C20H22Cl5N5O3Pd